Computed, not measured: C28H37N3O3 in the gas phase, with wB97M-V/def2-TZVPD.

ORCA input file:
```
! wB97M-V def2-TZVPD RIJCOSX def2/J DEFGRID3
* xyz 0 1
C -1.298 -4.875 0.221
H -1.626 -5.740 -0.351
H -1.885 -4.823 1.135
H -0.254 -5.014 0.493
C -1.502 -3.594 -0.593
C -1.033 -2.409 0.247
O -1.816 -1.737 0.894
N 0.298 -2.151 0.285
C 1.373 -2.832 -0.400
H 2.045 -3.261 0.356
C 2.149 -1.820 -1.265
N 2.626 -0.699 -0.498
C 3.898 -0.675 0.040
C 4.666 -1.833 0.208
C 5.918 -1.797 0.790
C 6.447 -0.601 1.242
C 5.731 0.564 1.040
C 4.492 0.545 0.418
N 3.877 1.792 0.147
C 3.504 2.220 -1.085
O 3.502 1.550 -2.089
C 3.073 3.697 -1.053
O 2.223 3.962 0.040
C 0.975 3.377 0.031
C 0.339 3.271 1.266
C -0.901 2.678 1.359
C -1.561 2.188 0.234
C -0.927 2.325 -0.991
C 0.331 2.899 -1.099
H 0.794 2.950 -2.072
H -1.399 1.968 -1.892
C -2.914 1.546 0.405
C -3.382 0.725 -0.795
C -4.709 0.047 -0.471
C -5.772 1.086 -0.128
C -5.312 1.953 1.040
C -3.972 2.611 0.727
H -4.079 3.278 -0.132
H -3.647 3.215 1.577
H -6.061 2.719 1.254
H -5.206 1.329 1.930
H -6.712 0.591 0.124
H -5.952 1.721 -1.000
H -5.040 -0.551 -1.324
H -4.562 -0.627 0.374
H -3.516 1.372 -1.666
H -2.633 -0.032 -1.030
H -2.845 0.861 1.259
H -1.366 2.582 2.330
H 0.842 3.652 2.142
H 3.957 4.323 -0.894
H 2.626 3.971 -2.013
H 3.950 2.500 0.867
H 6.147 1.515 1.343
H 7.412 -0.571 1.723
H 6.474 -2.715 0.910
H 4.271 -2.787 -0.103
C 1.533 -0.040 0.180
C 0.780 -1.034 1.074
H 1.452 -1.409 1.856
H -0.083 -0.551 1.533
H 0.844 0.362 -0.569
H 1.894 0.781 0.795
H 1.468 -1.422 -2.027
H 2.982 -2.304 -1.774
H 1.000 -3.638 -1.027
C -2.978 -3.417 -0.944
H -3.349 -4.296 -1.466
H -3.117 -2.546 -1.578
H -3.557 -3.270 -0.037
H -0.931 -3.648 -1.524
*
```

Output
* HOMO level: -7.6204 eV
* structure (SMILES): CC(C)C(=O)N1CCN(c2ccccc2NC(=O)COc2ccc(C3CCCCC3)cc2)CC1
* orbital gap: 8.3078 eV
* relative energy (zero: lowest compared OMol25 entry of this formula, charge and spin): 0.240 eV
* LUMO energy: 0.69 eV



Computed, not measured: C5H7NO2 in the gas phase, with wB97M-V/def2-TZVPD.

ORCA input file:
```
! wB97M-V def2-TZVPD RIJCOSX def2/J DEFGRID3
* xyz 0 1
C 0.109 0.374 -0.650
C 2.045 -0.259 0.886
C 0.557 -0.395 0.586
C -1.278 0.377 -1.232
C -2.461 -0.049 -0.777
O 2.283 0.648 1.838
N -0.159 -1.131 1.377
O 2.914 -0.860 0.293
H 3.251 0.606 1.975
H -1.127 -1.164 1.069
H 0.770 0.021 -1.455
H 0.384 1.422 -0.474
H -1.303 0.841 -2.222
H -2.640 -0.504 0.186
H -3.346 0.072 -1.399
*
```

Output
* HOMO level: -10.1990 eV
* structure (SMILES): [H]/N=C(\CC=C)C(=O)O
* orbital gap: 10.8804 eV
* relative energy (zero: lowest compared OMol25 entry of this formula, charge and spin): 1.155 eV
* LUMO energy: 0.68 eV



Computed, not measured: C4H4N2O2 in the gas phase, with wB97M-V/def2-TZVPD.

ORCA input file:
```
! wB97M-V def2-TZVPD RIJCOSX def2/J DEFGRID3
* xyz 0 1
C -0.252 -0.519 -0.584
C -1.322 0.314 -1.261
C 0.002 0.195 0.653
C 1.002 -0.019 1.869
H 1.606 -0.007 -1.527
H -0.560 -1.715 -0.568
H -1.862 0.151 -2.238
H 1.978 -0.706 1.661
N -1.533 1.305 -0.540
N -0.668 1.305 0.722
O 1.035 -0.666 -1.214
O 0.573 0.364 3.027
*
```

Output
* HOMO level: -10.4690 eV
* structure (SMILES): O=CC1=NN=C[C@H]1O
* orbital gap: 9.6576 eV
* relative energy (zero: lowest compared OMol25 entry of this formula, charge and spin): 5.062 eV
* LUMO energy: -0.81 eV